No. 1
Computed, not measured: a 9-piece molecular cluster, C31H46ClN2O15 overall in a non-equilibrium geometry, with the ωB97M-V functional and the def2-TZVPD basis.

CARTESIAN COORDINATES (ANGSTROEM)
1 Cl 0.243 -0.404 -0.414
2 O 0.438 -1.820 -0.607
3 O -0.995 -0.157 0.280
4 O 1.319 0.136 0.382
5 O 0.193 0.244 -1.705
6 O 0.354 1.779 5.064
7 C 0.331 0.604 4.920
8 O -0.297 -0.220 5.822
9 C -0.069 -1.591 5.485
10 C 0.282 -1.595 4.004
11 C 0.984 -0.238 3.841
12 H -0.949 -2.194 5.711
13 H 0.744 -2.023 6.085
14 H -0.631 -1.627 3.398
15 H 0.881 -2.436 3.666
16 H 0.884 0.200 2.856
17 H 2.027 -0.364 4.141
18 O 5.290 -1.281 2.821
19 C 4.549 -1.907 2.125
20 O 3.419 -2.447 2.618
21 C 2.697 -3.200 1.640
22 C 3.616 -3.282 0.382
23 C 4.665 -2.203 0.640
24 H 1.782 -2.705 1.309
25 H 2.462 -4.182 2.041
26 H 2.998 -3.129 -0.501
27 H 4.032 -4.289 0.318
28 H 4.527 -1.305 0.045
29 H 5.670 -2.596 0.485
30 O -4.882 3.444 1.815
31 C -4.827 2.255 1.781
32 O -5.744 1.459 2.385
33 C -5.709 0.147 1.795
34 C -4.837 0.286 0.528
35 C -3.883 1.388 0.973
36 H -6.730 -0.138 1.540
37 H -5.340 -0.585 2.515
38 H -5.512 0.578 -0.277
39 H -4.363 -0.663 0.284
40 H -3.419 1.945 0.167
41 H -3.107 0.970 1.619
42 O -0.177 4.354 3.996
43 C -0.435 4.249 2.842
44 O 0.361 3.587 1.956
45 C -0.219 3.602 0.630
46 C -1.287 4.705 0.650
47 C -1.678 4.738 2.127
48 H -0.673 2.630 0.420
49 H 0.609 3.753 -0.059
50 H -2.137 4.382 0.042
51 H -0.955 5.654 0.236
52 H -2.497 4.051 2.348
53 H -2.002 5.708 2.495
54 O -1.707 0.595 -5.834
55 C -2.178 0.440 -4.748
56 O -2.067 -0.727 -4.066
57 C -2.819 -0.680 -2.848
58 C -3.032 0.794 -2.542
59 C -3.048 1.388 -3.946
60 H -2.287 -1.228 -2.073
61 H -3.789 -1.169 -3.001
62 H -2.235 1.273 -1.972
63 H -3.947 0.915 -1.966
64 H -2.713 2.414 -4.055
65 H -4.038 1.298 -4.409
66 N 1.764 -0.479 -4.808
67 C 2.869 -1.285 -4.756
68 C 3.461 -1.274 -5.995
69 C 2.664 -0.439 -6.822
70 C 1.634 0.047 -6.057
71 H 1.137 -0.373 -4.027
72 H 3.184 -1.716 -3.820
73 H 4.399 -1.738 -6.250
74 H 2.847 -0.189 -7.855
75 H 0.861 0.761 -6.272
76 N 2.770 2.544 -0.636
77 C 3.194 3.699 -0.034
78 C 3.917 4.394 -0.961
79 C 3.942 3.627 -2.159
80 C 3.213 2.494 -1.924
81 H 2.153 1.860 -0.224
82 H 2.935 3.890 0.993
83 H 4.344 5.378 -0.846
84 H 4.411 3.914 -3.084
85 H 2.959 1.666 -2.566
86 C 0.177 -5.984 0.757
87 C -0.538 -4.947 1.578
88 O -0.140 -4.641 2.681
89 C -1.659 -4.180 0.934
90 H -0.455 -6.715 0.257
91 H 0.919 -6.476 1.383
92 H 0.720 -5.451 -0.035
93 H -2.307 -4.856 0.367
94 H -1.251 -3.408 0.276
95 H -2.265 -3.702 1.701

Atoms 1-3, force components in eV/Å:
-0.162 0.224 -0.102
0.014 -0.217 0.105
-0.444 -0.156 0.085

Values from the calculation:
E_LUMO (eV): 2.00
HOMO-LUMO gap (eV): 7.8508
E_tot (Ha): -2907.060821
Strongest force on any atom (Eh/bohr): 0.0245
Molecular weight (g mol⁻¹): 722.161
Total charge: -1

***

No. 2
Computed, not measured: C28H52CoNP3 as an isolated structure, with the ωB97M-V functional and the def2-TZVPD basis.

CARTESIAN COORDINATES (ANGSTROEM)
1 Co -0.884 0.389 0.259
2 C -1.247 2.145 3.082
3 P -0.071 1.932 1.716
4 C 1.525 1.799 2.550
5 C 0.005 3.549 0.910
6 C 0.646 4.639 1.498
7 C 0.666 5.862 0.847
8 C 0.045 6.007 -0.388
9 C -0.608 4.933 -0.968
10 C -0.631 3.701 -0.319
11 P -1.504 2.266 -0.967
12 C -1.149 2.270 -2.745
13 C -3.268 2.677 -0.848
14 H -0.948 3.010 3.678
15 H -1.253 1.264 3.722
16 H -2.252 2.327 2.703
17 H 1.666 2.665 3.198
18 H 2.334 1.764 1.821
19 H 1.553 0.913 3.171
20 H 1.138 4.546 2.456
21 H 1.172 6.702 1.301
22 H 0.067 6.961 -0.895
23 H -1.096 5.065 -1.926
24 H -1.697 3.085 -3.220
25 H -1.452 1.333 -3.209
26 H -0.081 2.412 -2.906
27 H -3.485 3.586 -1.411
28 H -3.540 2.856 0.193
29 H -3.880 1.869 -1.251
30 C 0.679 -1.671 3.986
31 C -0.305 -2.575 3.213
32 C 0.422 -3.469 2.218
33 C 1.314 -2.665 1.268
34 C 2.329 -1.813 2.063
35 C 2.130 -1.912 3.576
36 P 0.457 -1.613 0.004
37 C -0.577 -2.733 -1.046
38 C -1.877 -3.203 -0.336
39 C -3.067 -3.255 -1.290
40 C -3.382 -1.874 -1.869
41 C -2.100 -1.071 -2.121
42 C -0.917 -1.997 -2.353
43 C 1.886 -1.047 -1.008
44 C 2.480 -2.118 -1.963
45 C 3.045 -1.479 -3.234
46 C 3.848 -0.232 -2.891
47 C 2.949 0.859 -2.278
48 C 1.639 0.288 -1.720
49 H 0.573 -1.827 5.060
50 H 0.422 -0.620 3.816
51 H -1.027 -1.960 2.667
52 H -0.893 -3.185 3.899
53 H -0.268 -4.102 1.673
54 H 1.069 -4.162 2.761
55 H 1.875 -3.372 0.647
56 H 2.239 -0.775 1.757
57 H 3.347 -2.103 1.798
58 H 2.792 -1.200 4.076
59 H 2.451 -2.893 3.928
60 H 0.038 -3.611 -1.266
61 H -2.120 -2.541 0.500
62 H -1.729 -4.184 0.105
63 H -3.937 -3.658 -0.772
64 H -2.850 -3.958 -2.097
65 H -4.065 -1.323 -1.215
66 H -3.916 -1.984 -2.814
67 H -1.875 -0.426 -1.236
68 H -2.238 -0.375 -2.948
69 H -0.054 -1.457 -2.740
70 H -1.179 -2.724 -3.126
71 H 2.632 -0.841 -0.232
72 H 1.746 -2.877 -2.234
73 H 3.283 -2.645 -1.445
74 H 2.233 -1.222 -3.921
75 H 3.661 -2.210 -3.758
76 H 4.358 0.154 -3.773
77 H 4.636 -0.508 -2.184
78 H 2.714 1.620 -3.024
79 H 3.483 1.374 -1.477
80 H 0.909 0.162 -2.525
81 H 1.201 1.018 -1.021
82 N -2.795 -0.064 1.101
83 H -2.737 -0.424 2.051
84 H -3.283 -0.780 0.566
85 H -3.423 0.735 1.132

Atoms 1-3, force components in eV/Å:
0.185 0.433 -0.702
-0.022 0.080 0.056
0.018 -0.383 -0.215

Values from the calculation:
E_LUMO (alpha / beta) (eV): -7.25 / -5.86
HOMO-LUMO gap (alpha / beta) (eV): 7.4285 / 8.7468
E_tot (Ha): -3559.249987
Multiplicity: 2
Strongest force on any atom (Eh/bohr): 0.0164
Molecular weight (g mol⁻¹): 554.586
Total charge: +2

***

No. 3
Computed, not measured: C14H23F3MoNO3PS as an isolated structure in a non-equilibrium geometry, with the ωB97M-V functional and the def2-TZVPD basis.

CARTESIAN COORDINATES (ANGSTROEM)
1 C 1.330 2.675 -2.717
2 C 0.112 2.096 -3.091
3 C -0.594 1.290 -2.197
4 C -0.038 1.008 -0.924
5 C 1.187 1.561 -0.567
6 C 1.844 2.448 -1.449
7 C -1.945 0.680 -2.560
8 C -2.378 0.051 -1.227
9 N -2.909 -1.189 -0.727
10 Mo -1.219 -0.450 0.472
11 C 1.965 1.140 0.657
12 P 2.849 -0.421 0.358
13 H -0.280 2.297 -4.090
14 H 2.773 2.919 -1.109
15 H 1.893 3.316 -3.398
16 H 1.346 1.053 1.558
17 H 2.758 1.872 0.850
18 H -2.673 1.437 -2.879
19 H -1.884 -0.090 -3.347
20 H -1.298 -0.420 -1.197
21 C 4.601 -0.192 0.678
22 C 2.701 -1.046 -1.307
23 H -2.547 0.816 -0.455
24 C -2.994 -2.267 -1.731
25 C -4.055 -1.134 0.209
26 H 2.432 -1.405 1.264
27 H -3.895 -2.856 -1.520
28 H -3.083 -1.858 -2.744
29 H -2.117 -2.924 -1.684
30 H -4.563 -2.100 0.150
31 H -3.700 -1.008 1.240
32 H -4.753 -0.308 -0.009
33 H 3.628 -1.555 -1.590
34 H 1.877 -1.762 -1.347
35 H 2.497 -0.259 -2.038
36 H 4.841 0.875 0.670
37 H 4.828 -0.606 1.665
38 H 5.211 -0.709 -0.069
39 H -2.271 0.360 1.457
40 F -0.249 -1.504 5.892
41 C -0.439 -0.357 5.203
42 F -1.753 -0.038 5.249
43 F 0.274 0.629 5.796
44 S 0.106 -0.502 3.403
45 O 1.518 -0.840 3.518
46 O -0.749 -1.563 2.818
47 O -0.183 0.842 2.864

Atoms 1-3, force components in eV/Å:
-0.154 0.084 0.087
0.074 0.205 -0.063
0.162 0.075 -0.049

Values from the calculation:
E_LUMO (alpha / beta) (eV): -8.41 / -8.50
HOMO-LUMO gap (alpha / beta) (eV): 7.5912 / 7.5076
E_tot (Ha): -1934.260013
Multiplicity: 3
Strongest force on any atom (Eh/bohr): 0.0746
Molecular weight (g mol⁻¹): 469.317
Total charge: +2